ORCA calculation (ωB97M-V/def2-TZVPD) on a molecular structure, C46H54BrCsI2N5O6PS2Si.

```
119
C46H54BrCsI2N5O6PS2Si, DFT ωB97M-V/def2-TZVPD
Cs 0.00505 1.13424 1.45593
O -0.35674 0.75684 4.70754
C -1.15158 1.82822 5.20093
C -0.67477 3.13926 4.59856
N -1.01176 3.34594 3.20013
C -0.20838 4.43011 2.62957
C 1.33081 4.22126 2.65945
O 2.00513 5.20293 3.02009
O 1.76256 3.10318 2.26698
C -2.42093 3.60894 2.97262
C -2.92067 3.44788 1.51099
O -3.98165 4.05107 1.25606
O -2.27016 2.69789 0.73890
H -0.67262 -0.07142 5.10441
H -1.04208 1.93056 6.28837
H -2.21109 1.64896 4.98666
H 0.41535 3.14142 4.67553
H -1.03446 3.97666 5.22676
H -0.42416 5.38274 3.13870
H -0.51486 4.53773 1.58418
H -2.70728 4.62509 3.28808
H -3.02439 2.90962 3.55984
I -1.32823 2.07308 -1.97145
C -0.80710 1.36250 -3.88680
C -1.91165 1.02456 -4.62648
C -1.82652 0.66736 -5.98373
C -0.61975 0.71292 -6.60519
C 0.54963 1.05193 -5.88219
C 1.77239 1.13264 -6.59074
C 2.92774 1.45114 -5.94930
C 2.90666 1.61763 -4.55451
C 1.75974 1.52143 -3.80611
P 2.00596 1.46053 -1.95856
C 3.53489 0.43865 -1.89787
C 3.34383 -0.94191 -1.85745
C 4.42791 -1.80491 -1.80070
C 5.71808 -1.29612 -1.75629
C 5.91831 0.07789 -1.76363
C 4.83279 0.93965 -1.83381
C 2.60356 3.15406 -1.62000
C 3.01969 3.41978 -0.31450
C 3.31640 4.71166 0.09034
C 3.21829 5.75598 -0.81886
C 2.80677 5.50488 -2.12054
C 2.48852 4.21302 -2.51727
C 0.50297 1.31608 -4.47647
H -2.88398 1.05626 -4.15393
H -2.72490 0.39531 -6.52386
H -0.52438 0.49472 -7.66290
H 1.75881 0.94120 -7.65807
H 3.86287 1.53415 -6.48948
H 3.84765 1.78998 -4.04574
H 2.33638 -1.34459 -1.82916
H 4.26174 -2.87476 -1.74812
H 6.56499 -1.96845 -1.68689
H 6.92215 0.48143 -1.70280
H 4.99317 2.01123 -1.82164
H 3.04892 2.63106 0.42793
H 3.54123 4.89772 1.13208
H 3.42566 6.76995 -0.49952
H 2.70403 6.32054 -2.82686
H 2.13650 4.03672 -3.52729
Br -7.63910 -1.31614 3.46298
C -7.62350 0.48732 2.87249
C -8.82562 1.17977 2.92538
C -8.87756 2.50037 2.50996
C -7.72896 3.12173 2.04331
C -6.52760 2.43188 1.98771
C -6.46854 1.10507 2.40602
I -4.62379 0.14023 2.29853
H -9.70966 0.67751 3.29363
H -9.81662 3.03812 2.55497
H -7.75137 4.15417 1.71876
H -5.63113 2.93572 1.62983
C 1.33744 -5.18063 -2.25402
C 2.11961 -4.84747 -1.01202
C 3.17693 -5.63398 -0.58226
C 3.78382 -5.25357 0.61455
N 3.45851 -4.14154 1.25235
C 2.51322 -3.34080 0.69833
S 2.22207 -1.78432 1.31563
N 1.76528 -3.74724 -0.36839
C 4.86238 -6.09208 1.24333
H 1.21397 -6.25629 -2.36938
H 1.86970 -4.80488 -3.13154
H 0.35072 -4.70260 -2.22965
H 3.47344 -6.52640 -1.11736
H 0.18459 -3.04617 -0.49564
H 4.89538 -7.09504 0.81741
H 4.69431 -6.15252 2.31813
H 5.83243 -5.61489 1.09204
C -2.16229 -2.58143 2.81122
N -0.73928 -2.60256 3.06745
C -0.18292 -2.42640 4.28106
S -1.13384 -2.26893 5.68653
N 1.15922 -2.39380 4.29930
C 1.94789 -1.97290 5.43590
H -2.59829 -3.58422 2.84428
H -2.31589 -2.17353 1.81357
H -2.66761 -1.96817 3.55486
H -0.14437 -2.58907 2.24425
H 1.62184 -2.29401 3.39363
H 1.41292 -2.20518 6.35223
H 2.14100 -0.89726 5.40293
H 2.89988 -2.50416 5.41786
C -0.90319 -2.22485 -3.37685
Si -1.72224 -2.78928 -1.79332
C -2.31769 -4.57304 -2.03325
C -3.23099 -1.72223 -1.52000
O -0.70927 -2.64420 -0.53585
H -1.60614 -2.23228 -4.21582
H -0.04113 -2.84677 -3.65050
H -0.54343 -1.20144 -3.25116
H -3.39564 -4.58956 -2.21381
H -2.12390 -5.17367 -1.14077
H -1.83498 -5.06363 -2.87971
H -3.90021 -1.83178 -2.37817
H -2.97108 -0.66299 -1.43679
H -3.79173 -2.00404 -0.62607
```

Summary:
Gap between HOMO and LUMO (eV): 6.9
E_tot (eV): -193951.3829
ΔE to the lowest compared entry with this formula, charge and spin (eV): 0.000
Net charge: -2